(1)
Here is a structure of composition C28H29ClFeN8O2S3 from OMol25. Energies are from wB97M-V/def2-TZVPD.

CARTESIAN COORDINATES (ANGSTROEM)
Fe (-0.127, 0.175, -0.718)
Cl (6.614, -4.108, 5.464)
S (3.218, -1.391, -0.665)
S (1.936, -3.855, -1.739)
S (-0.727, 0.774, -2.908)
O (-1.771, -0.875, -0.660)
O (-1.576, -4.557, -2.726)
N (3.423, 2.136, -1.650)
N (0.603, -1.620, -1.212)
N (-1.142, 1.725, -0.182)
N (-0.021, -0.014, 1.272)
N (-2.306, 2.849, -3.319)
N (1.584, 1.253, -0.858)
N (-1.725, 2.502, -1.138)
N (-0.433, -2.457, -1.631)
C (-1.613, -1.991, -1.269)
C (-3.898, -4.741, -2.541)
C (-2.727, -4.026, -2.282)
C (0.421, -1.118, 3.334)
C (-2.174, 3.082, 1.580)
C (1.750, -2.188, -1.228)
C (-0.702, 0.940, 1.937)
C (-0.829, 0.916, 3.315)
C (0.510, -1.022, 1.952)
C (4.178, -2.927, -0.565)
C (-5.119, -4.262, -2.116)
C (-4.054, -2.345, -1.167)
C (3.660, 0.359, 2.925)
C (-5.207, -3.055, -1.424)
C (-0.252, -0.130, 4.024)
C (4.370, -0.682, 3.531)
C (2.211, 1.962, 0.146)
C (-2.802, -2.808, -1.584)
C (-1.629, 2.101, -2.442)
C (4.144, -2.027, 3.142)
C (5.758, -2.802, 4.727)
C (3.357, 2.512, -0.331)
C (5.327, -0.453, 4.552)
C (2.343, 1.384, -1.924)
C (4.823, -3.070, 3.730)
C (3.748, -3.810, -1.718)
C (-1.340, 1.956, 1.063)
C (6.010, -1.494, 5.138)
H (4.153, 2.369, -2.301)
H (4.642, -4.094, 3.432)
H (3.417, -2.225, 2.363)
H (-1.924, 4.016, 1.074)
H (2.147, 0.953, -2.891)
H (2.967, 0.128, 2.129)
H (-6.015, -4.832, -2.326)
H (3.804, 1.390, 3.216)
H (-3.814, -5.675, -3.080)
H (-4.090, -1.407, -0.630)
H (4.098, -4.833, -1.587)
H (6.739, -1.312, 5.914)
H (-2.862, 3.643, -3.054)
H (-2.015, 3.240, 2.642)
H (5.521, 0.563, 4.872)
H (4.115, -3.427, -2.669)
H (0.878, -1.952, 3.846)
H (4.110, 3.122, 0.135)
H (3.990, -3.414, 0.391)
H (-1.382, 1.685, 3.834)
H (-2.295, 2.574, -4.286)
H (-0.340, -0.170, 5.101)
H (1.022, -1.772, 1.363)
H (-2.435, 3.165, -0.859)
H (-0.849, -3.948, -2.470)
H (-6.166, -2.683, -1.091)
H (1.804, 2.025, 1.140)
H (-3.238, 2.876, 1.432)
H (5.231, -2.654, -0.623)

Calculated values
**Frontier orbital gap (alpha / beta)**: 6.2 / 6.5 eV
**Lowest unoccupied orbital energy (alpha / beta)**: -0.119 / -0.119 hartree
**Energy above the lowest of the compared OMol25 structures with the same formula, charge and spin**: 0.0 kJ/mol
**Spin multiplicity**: 2
**Charge**: +1
**Energy**: -4591.24644 hartree
**HOMO (alpha / beta)**: -0.3469 / -0.3583 Ha
**Expectation value of S²**: 0.7936

(2)
Here is the molecule C3H5NO3S in a non-equilibrium geometry from OMol25. Energies are from wB97M-V/def2-TZVPD.

CARTESIAN COORDINATES (ANGSTROEM)
S (-0.663, -1.616, -0.357)
O (0.869, 1.003, 0.208)
O (2.899, -0.241, -0.028)
O (-1.575, 0.904, -0.104)
N (1.019, -1.274, -0.178)
C (-0.298, 1.273, -0.611)
C (-1.461, -0.428, 0.544)
C (1.700, -0.055, -0.030)
H (-2.583, -0.569, 0.717)
H (1.377, -1.961, 0.564)
H (-0.087, 2.439, -0.642)
H (-0.834, -0.124, 1.452)
H (-0.362, 0.649, -1.535)

Calculated values
**Frontier orbital gap**: 10.0 eV
**Lowest unoccupied orbital energy**: 0.018 hartree
**Energy above the lowest of the compared OMol25 structures with the same formula, charge and spin**: 281.3 kJ/mol
**Charge**: 0
**Energy**: -795.88971 hartree
**SMILES**: O=C1NSCOCO1
**HOMO**: -0.3480 Ha

(3)
Here is a cluster of 8 separate species, C55H88FNO24S in total from OMol25. Energies are from wB97M-V/def2-TZVPD.

CARTESIAN COORDINATES (ANGSTROEM)
S (-5.105, -1.063, 3.915)
F (-2.698, 3.239, 3.020)
O (8.105, 2.617, 4.388)
O (8.353, 6.839, -0.130)
O (6.393, 6.272, 0.573)
O (0.557, -3.795, -4.059)
O (-5.639, -2.577, -6.163)
O (1.527, 4.161, -4.780)
O (6.086, 2.833, 5.103)
O (0.027, -1.856, 1.866)
O (2.528, -4.766, -3.538)
O (-3.472, -2.625, -6.141)
O (-7.724, -5.035, 4.384)
O (1.615, 5.346, 0.810)
O (7.608, 4.388, 5.702)
O (1.973, 5.989, -6.029)
O (-9.115, 0.115, -10.221)
O (-0.344, 3.145, 1.681)
O (8.198, 5.268, 1.483)
O (-9.884, -5.339, 4.967)
O (1.630, -3.415, -2.111)
O (-4.516, -1.089, -4.882)
O (-9.005, -3.387, 5.244)
O (-10.612, 1.235, -9.142)
O (-9.401, -0.307, -8.023)
O (1.280, 4.033, -6.920)
N (-1.299, -5.448, 4.394)
C (-1.643, 2.318, -2.564)
C (1.226, 0.072, 2.556)
C (2.708, -2.461, 4.416)
C (2.206, 2.307, 2.644)
C (7.698, 6.050, 0.716)
C (-9.770, -6.701, 4.546)
C (5.001, -0.187, 3.156)
C (5.698, -0.594, 1.834)
C (9.432, 3.133, 4.234)
C (0.562, -2.537, -1.732)
C (5.093, 3.545, 5.843)
C (-3.705, 1.174, 3.374)
C (-3.409, 0.656, -1.731)
C (-3.636, -0.214, 3.367)
C (-8.768, -4.627, 4.822)
C (7.305, 3.378, 5.127)
C (-3.444, -2.047, 0.546)
C (1.341, 4.642, -8.212)
C (7.057, 0.093, 1.624)
C (-2.441, -1.204, -0.260)
C (-1.341, -0.115, 2.681)
C (3.428, 1.696, 2.870)
C (5.562, 5.491, 1.436)
C (7.630, -1.289, -0.470)
C (-9.682, 0.289, -9.030)
C (8.082, -0.786, 0.907)
C (3.595, 0.319, 2.938)
C (2.736, -2.016, 2.934)
C (1.867, 4.913, -3.611)
C (2.204, 4.368, 1.176)
C (-7.877, -2.511, 5.146)
C (-8.086, -0.880, -10.243)
C (2.489, -0.532, 2.783)
C (-2.463, -0.900, 3.002)
C (-2.801, -2.999, 1.559)
C (-11.304, 1.527, -7.925)
C (-2.600, 1.909, 3.011)
C (9.776, 6.706, -0.080)
C (-6.868, -2.000, -5.708)
C (-0.482, -4.561, 5.221)
C (-2.466, -2.399, 2.952)
C (-2.309, 0.942, -2.746)
C (1.099, 1.473, 2.487)
C (-0.231, 2.071, 2.227)
C (-4.548, -2.003, -5.664)
C (-2.249, -2.077, -5.631)
C (2.172, 3.815, 2.580)
C (2.494, -5.435, -4.801)
C (1.628, 4.842, -5.919)
C (-0.022, -0.738, 2.329)
C (-2.810, 0.295, -0.369)
C (1.482, -3.974, -3.310)
C (1.340, -2.805, 4.987)
C (-1.409, 1.285, 2.667)
C (0.799, -4.144, 4.491)
H (2.489, -4.714, -5.616)
H (-8.212, -1.545, 5.511)
H (3.742, -2.222, 2.568)
H (0.661, 5.491, -8.268)
H (-1.893, -3.431, 1.142)
H (-9.519, -6.756, 3.489)
H (3.398, -6.035, -4.841)
H (6.927, 1.018, 1.057)
H (-1.905, 0.892, -0.226)
H (4.541, 5.783, 1.204)
H (5.040, -0.328, 1.004)
H (1.336, 4.261, 3.113)
H (2.887, 3.830, 0.488)
H (1.556, -4.907, 4.692)
H (8.990, -0.196, 0.764)
H (0.606, -4.113, 3.416)
H (5.785, 5.707, 2.480)
H (9.931, 3.220, 5.197)
H (-7.660, -2.561, -6.195)
H (-1.484, -2.753, 3.238)
H (-2.143, -1.037, -5.936)
H (0.613, -2.008, 4.804)
H (-11.825, 0.644, -7.559)
H (7.953, -0.615, -1.261)
H (1.618, -6.076, -4.872)
H (4.980, 4.559, 5.460)
H (10.163, 7.404, -0.817)
H (-9.011, -7.220, 5.129)
H (-7.561, -2.422, 4.110)
H (-3.495, 0.552, 0.441)
H (-4.041, -2.647, -0.145)
H (2.900, 5.252, -3.655)
H (10.075, 5.691, -0.334)
H (6.552, -1.421, -0.535)
H (5.576, 0.592, 3.650)
H (-7.276, -0.609, -9.568)
H (-2.308, 3.025, -2.070)
H (-0.382, -3.078, -1.690)
H (2.064, -2.606, 2.328)
H (4.170, 2.992, 5.688)
H (-3.155, -2.786, 3.697)
H (-5.393, -1.677, 2.762)
H (-1.056, -3.663, 5.468)
H (9.956, 2.418, 3.606)
H (-3.485, -3.834, 1.725)
H (3.101, 4.164, 3.045)
H (-0.192, -5.019, 6.174)
H (-6.957, -2.092, -4.627)
H (-1.538, 0.169, -2.693)
H (1.205, 5.768, -3.496)
H (3.177, -1.670, 5.005)
H (9.396, 4.100, 3.738)
H (-1.386, 2.730, -3.541)
H (-1.443, -2.674, -6.045)
H (-0.703, 2.248, -2.016)
H (5.321, 3.583, 6.906)
H (1.735, 4.237, -2.771)
H (4.963, -1.061, 3.806)
H (-0.705, -6.067, 3.859)
H (-1.916, -6.015, 4.958)
H (1.035, 3.873, -8.915)
H (8.077, -2.261, -0.686)
H (4.307, 2.320, 2.992)
H (0.480, -1.708, -2.432)
H (0.821, -2.166, -0.745)
H (2.354, 4.970, -8.435)
H (-4.024, -0.174, -2.091)
H (-8.487, -1.852, -9.963)
H (-10.611, 1.885, -7.167)
H (3.353, -3.339, 4.503)
H (5.701, 4.428, 1.242)
H (-2.229, -2.144, -4.546)
H (-4.619, 1.684, 3.644)
H (-7.724, -0.907, -11.266)
H (-10.744, -7.147, 4.722)
H (-4.059, 1.531, -1.651)
H (-1.446, -1.296, 0.174)
H (-2.739, 0.891, -3.748)
H (-4.153, -1.375, 1.031)
H (1.449, -2.882, 6.074)
H (10.150, 6.963, 0.909)
H (-2.361, -1.598, -1.276)
H (5.823, -1.677, 1.779)
H (-7.053, -2.876, 5.755)
H (8.356, -1.622, 1.552)
H (-12.019, 2.305, -8.172)
H (-6.934, -0.954, -5.997)
H (7.468, 0.361, 2.599)

Calculated values
**Frontier orbital gap**: 8.2 eV
**Lowest unoccupied orbital energy**: -0.036 hartree
**Charge**: 0
**Energy**: -4507.16839 hartree
**SMILES**: CCCCCCCCc1c(S)cc(F)c2c1C(=O)c1c(CCCCCN)c(CCCCC)cc(CC=O)c1C2=O.COC(=O)OC.COC(=O)OC.COC(=O)OC.COC(=O)OC.COC(=O)OC.COC(=O)OC.COC(=O)OC
**HOMO**: -0.3376 Ha